## w
Formula: C7H13N2
Source: OMol25
Level of theory: the ωB97M-V functional and the def2-TZVPD basis

## Properties
Structure (SMILES): C=N[C@@H]1[N@@H+]2[C@@H](C)C[C@]12C
HOMO in eV: -13.6

Structure (ORCA input):
```
! RIJCOSX wB97M-V def2-TZVPD def2/J DEFGRID3
* xyz 1 1
N 0.838 1.705 -0.681
N 0.732 -0.639 -0.036
C -0.553 -2.091 -1.476
C -0.552 -0.395 2.374
C -1.314 -0.009 -0.276
C -0.369 -0.173 0.925
C 1.002 0.797 0.366
C -0.210 -0.657 -1.189
C 1.328 2.858 -0.769
H -1.266 -1.102 2.507
H -1.270 -1.974 -2.337
H 0.425 -0.687 2.974
H -1.539 0.959 -0.323
H 1.156 3.271 -1.719
H 1.397 -1.411 0.195
H 1.810 3.557 0.084
H -0.903 -2.660 -0.504
H 0.006 -0.024 -1.947
H -2.147 -0.547 -0.088
H -0.777 0.710 2.824
H 1.763 1.043 0.993
H 0.443 -2.529 -1.898
*
```


## x
Formula: C7H13N2
Source: OMol25
Level of theory: the ωB97M-V functional and the def2-TZVPD basis

## Properties
HOMO in eV: -12.7

Structure (ORCA input):
```
! RIJCOSX wB97M-V def2-TZVPD def2/J DEFGRID3
* xyz 1 1
N -1.130 0.472 -1.465
N 2.314 -1.026 0.458
C 0.953 -1.379 -0.076
C -2.380 -0.305 -1.215
C 0.032 -1.212 1.141
C -1.337 1.834 -1.150
C 0.586 0.218 1.257
C 2.171 0.307 1.143
C -0.028 -0.273 0.005
H 2.597 -1.688 1.106
H -0.588 -1.754 1.820
H -1.086 2.583 -1.960
H -2.879 -0.314 -2.104
H -0.550 2.082 -0.479
H -2.103 -1.259 -0.990
H -3.085 0.108 -0.595
H 0.705 -2.213 -0.714
H -2.341 2.167 -0.689
H 2.543 0.269 2.134
H 0.280 0.998 2.000
H 2.334 1.282 0.631
H 2.993 -0.895 -0.257
*
```


Referenced to the most stable arrangement, the calculated values in kcal/mol are w 0.0; x 39.9.


## w
Formula: C3H10OS
Source: OMol25
Level of theory: the ωB97M-V functional and the def2-TZVPD basis

## Properties
HOMO (alpha / beta) in eV: 1.1 / -5.5

Structure (ORCA input):
```
! RIJCOSX wB97M-V def2-TZVPD def2/J DEFGRID3
* xyz -1 2
S 0.769 4.121 -0.288
O -3.048 -3.899 -0.148
C -1.875 -3.359 0.510
C 0.929 2.325 -0.262
C 2.400 1.904 -0.344
H 2.811 2.375 -1.250
H -1.957 -3.577 1.579
H -3.069 -4.862 -0.151
H -0.269 4.200 0.568
H 0.451 1.897 0.632
H -1.037 -3.750 -0.071
H 3.099 2.245 0.415
H 0.356 1.840 -1.055
H -1.949 -2.284 0.364
H 2.390 0.824 -0.499
*
```


## x
Formula: C3H10OS
Source: OMol25
Level of theory: the ωB97M-V functional and the def2-TZVPD basis

## Properties
HOMO (alpha / beta) in eV: 1.2 / -5.6

Structure (ORCA input):
```
! RIJCOSX wB97M-V def2-TZVPD def2/J DEFGRID3
* xyz -1 2
S -1.493 -2.681 -0.571
O 1.783 1.816 0.402
C -2.006 -1.658 0.785
C 1.180 3.122 0.234
C 0.176 -2.165 -1.039
H 0.735 3.048 -0.744
H -1.883 -0.594 0.714
H 2.598 1.765 -0.127
H 0.205 -1.941 -2.153
H -1.814 -2.087 1.809
H 0.434 3.338 0.977
H 2.006 3.859 0.222
H 0.859 -2.798 -0.503
H 0.288 -1.144 -0.738
H -3.067 -1.879 0.733
*
```


Referenced to the most stable arrangement, the calculated values in kcal/mol are w 0.0; x 13.1.


## w
Formula: C8H12N4
Source: OMol25
Level of theory: the ωB97M-V functional and the def2-TZVPD basis

## Properties
Structure (SMILES): C#CC[C@@H]1CN1.Cn1nccn1
HOMO in eV: -8.9

Structure (ORCA input):
```
! RIJCOSX wB97M-V def2-TZVPD def2/J DEFGRID3
* xyz 0 1
N 2.086 -0.642 0.589
N 2.423 0.222 -0.360
N -1.010 -1.005 1.025
N 1.992 1.452 -0.188
C -3.224 0.846 -0.443
C 3.213 -0.174 -1.504
C -0.972 -2.133 0.094
C -3.562 1.982 -0.180
C 1.323 1.400 0.959
C 1.385 0.089 1.444
C -2.802 -0.517 -0.755
C -1.358 -0.784 -0.370
H -1.839 -1.033 1.599
H -0.638 -0.194 -0.909
H 2.685 -0.960 -2.073
H -1.769 -2.882 0.166
H -3.852 2.991 0.045
H -2.932 -0.699 -1.830
H 0.951 -0.355 2.361
H 0.841 2.268 1.379
H 3.343 0.723 -2.129
H 4.195 -0.552 -1.172
H 0.014 -2.528 -0.123
H -3.456 -1.228 -0.241
*
```


## x
Formula: C8H12N4
Source: OMol25
Level of theory: the ωB97M-V functional and the def2-TZVPD basis

## Properties
Structure (SMILES): Cc1c[nH]cn1.Cc1c[nH]cn1
HOMO in eV: -8.3

Structure (ORCA input):
```
! RIJCOSX wB97M-V def2-TZVPD def2/J DEFGRID3
* xyz 0 1
N 1.614 0.383 -1.267
N -2.564 0.460 -1.527
N -3.167 1.822 0.256
N 3.535 0.438 -0.120
C -3.131 1.726 -1.154
C -2.222 -0.174 -0.369
C 2.611 -0.184 0.603
C 3.042 0.739 -1.321
C 2.949 -0.961 1.869
C -1.572 -1.490 -0.403
C -2.477 0.682 0.745
C 1.388 -0.263 -0.036
H 3.419 -0.400 2.695
H -2.321 0.501 1.768
H -0.517 -1.488 -0.564
H -3.512 2.326 -1.837
H 0.325 -0.497 0.288
H 0.942 0.545 -1.903
H 2.049 -1.179 2.576
H -3.701 2.423 0.832
H 3.265 -2.014 1.620
H 3.672 0.759 -2.280
H -2.036 -2.127 -1.106
H -1.591 -2.026 0.635
*
```


## y
Formula: C8H12N4
Source: OMol25
Level of theory: the ωB97M-V functional and the def2-TZVPD basis

## Properties
Structure (SMILES): Cc1c[nH]cn1.Cc1c[nH]cn1
HOMO in eV: -8.5

Structure (ORCA input):
```
! RIJCOSX wB97M-V def2-TZVPD def2/J DEFGRID3
* xyz 0 1
N 1.557 0.402 -2.185
N -2.098 -0.602 -0.232
N -2.681 0.889 1.313
N 1.467 -1.553 -1.163
C -1.602 0.188 1.769
C 2.899 1.688 -0.514
C 2.206 0.488 -0.995
C -1.241 0.281 3.236
C -1.246 -0.737 0.843
C 2.122 -0.686 -0.310
C -2.883 0.498 0.061
C 1.170 -0.858 -2.309
H 2.469 -1.038 0.645
H -1.680 1.187 3.646
H -1.704 -0.562 3.755
H 3.979 1.499 -0.454
H 2.574 1.978 0.482
H 2.826 2.553 -1.172
H -1.796 -1.014 -1.104
H -0.506 -1.510 0.729
H -3.806 0.678 -0.465
H -0.172 0.246 3.400
H 0.701 -1.385 -3.120
H 1.053 -2.380 -0.750
*
```


Referenced to the most stable arrangement, the calculated values in kcal/mol are w 82.1; x 48.8; y 0.0.